Here is a structure of composition C23H27N2PS3Ti from the Open Molecules 2025 dataset. Energies are from ωB97M-V/def2-TZVPD.

Positions of all 57 atoms, in Å:
1 Ti 0.23754 -0.02696 1.15330
2 C -2.14108 -1.80169 2.91456
3 C -1.87500 -0.71527 3.94130
4 S -0.29690 0.14791 3.65485
5 C -0.72239 1.90840 3.78843
6 C -1.72908 2.40113 2.76188
7 S -1.22940 2.01080 1.04988
8 C -2.71368 1.27279 0.29667
9 C -3.25223 0.03669 1.00110
10 S -2.00797 -1.28648 1.17855
11 H -3.13026 -2.23707 3.06474
12 H -1.42695 -2.62306 3.00447
13 H -1.83313 -1.15600 4.93760
14 H -2.66455 0.03443 3.95739
15 H 0.23308 2.43044 3.70605
16 H -1.08958 2.09254 4.79938
17 H -1.81758 3.48631 2.82145
18 H -2.72209 1.98911 2.93246
19 H -2.41706 1.07263 -0.73623
20 H -3.47811 2.05062 0.25379
21 H -4.08177 -0.37376 0.42504
22 H -3.63812 0.27419 1.99098
23 N 2.07190 0.80281 -1.26562
24 P 0.55956 0.00682 -1.34175
25 C 0.83227 -1.72255 -1.64394
26 C 1.06152 -2.29569 -2.89695
27 C 1.36417 -3.64496 -2.98978
28 C 1.45560 -4.42742 -1.84425
29 C 1.24152 -3.87270 -0.58586
30 C 0.92792 -2.52816 -0.50527
31 C -0.37280 0.80310 -2.61954
32 C -0.16954 2.15492 -2.91269
33 C -0.96821 2.77436 -3.86171
34 C -1.97515 2.05839 -4.49696
35 C -2.19251 0.71952 -4.18927
36 C -1.39547 0.08367 -3.25130
37 C 2.84844 0.73171 -0.13554
38 C 4.20600 1.06386 -0.17086
39 C 4.95169 0.95365 0.97297
40 C 4.35937 0.51112 2.16956
41 C 3.03433 0.21720 2.15749
42 N 2.25705 0.32977 1.02259
43 H 2.56026 1.03929 -2.12231
44 H 1.00106 -1.69613 -3.79713
45 H 1.53454 -4.09128 -3.96014
46 H 1.69899 -5.47825 -1.92890
47 H 1.31949 -4.48310 0.30287
48 H 0.78028 -2.14227 0.52380
49 H 0.61084 2.72367 -2.42176
50 H -0.80099 3.81352 -4.11004
51 H -2.59099 2.54410 -5.24223
52 H -2.97330 0.16764 -4.69488
53 H -1.56018 -0.96591 -3.03876
54 H 4.65300 1.38748 -1.10119
55 H 6.00605 1.19895 0.95181
56 H 4.93162 0.40365 3.07918
57 H 2.52802 -0.12849 3.05069

Forces on the atoms, in the same order (eV/Å):
-0.2 0.2 0.4
0.0 -0.1 0.1
-0.1 0.0 0.0
0.1 0.0 0.0
0.0 0.1 0.0
-0.1 0.0 0.1
0.2 0.0 0.0
-0.1 0.0 -0.1
0.0 0.1 0.0
0.0 -0.1 -0.2
0.0 0.0 0.0
0.0 0.0 0.0
0.0 0.0 0.0
0.0 0.0 0.0
0.0 0.0 0.0
0.0 0.0 0.0
0.0 0.0 0.0
0.0 0.0 0.0
0.0 0.0 0.0
0.0 0.0 0.0
0.0 0.0 0.0
0.0 0.0 0.0
-0.1 0.0 -0.2
0.2 0.0 0.4
0.1 -0.2 -0.1
0.0 0.0 0.0
0.0 0.0 0.0
0.0 0.0 0.0
0.0 0.0 -0.2
0.0 -0.1 0.3
-0.1 0.0 -0.1
0.0 0.1 0.0
0.0 0.0 0.0
0.0 0.0 0.0
0.0 0.0 0.0
0.0 0.0 0.0
0.1 0.0 0.1
-0.1 0.0 -0.1
0.1 0.0 0.1
0.0 0.0 0.0
-0.1 0.0 -0.2
0.2 0.1 -0.2
0.0 0.0 0.0
0.0 0.0 0.0
0.0 0.0 0.0
0.0 0.0 0.0
0.0 0.0 0.0
0.0 0.0 -0.2
0.0 0.0 0.0
0.0 0.0 0.0
0.0 0.0 0.0
0.0 0.0 0.0
0.0 0.0 0.0
0.0 0.0 0.0
0.0 0.0 0.0
0.0 0.0 0.0
0.0 0.0 0.0

For the lowest unoccupied orbital energy (spin up / spin down), the calculation gives -0.3869 / -0.3743 Ha. Its net charge is +3. The spin multiplicity is 2. The calculation puts the energy above the lowest of the compared OMol25 structures with the same formula, charge and spin at 17.90 kJ/mol. The calculation puts the frontier orbital gap (spin up / spin down) at 6.948 / 7.261 eV.

***

Here is a structure of composition C23H27N3O2 from the Open Molecules 2025 dataset. Energies are from ωB97M-V/def2-TZVPD.

Positions of all 55 atoms, in Å:
1 C -5.68781 -3.40613 0.59782
2 C -5.47629 -1.94582 0.23100
3 C -4.24160 -1.20918 0.26303
4 C -4.21054 0.03411 -0.00215
5 C -5.39767 0.60292 -0.45742
6 C -6.70524 0.06335 -0.29894
7 C -6.85385 -1.32883 0.08191
8 H -7.74935 -1.66611 -0.24722
9 H -7.58251 0.74903 -0.70282
10 H -5.32748 1.78403 -0.55727
11 N -3.09025 0.89425 0.04839
12 C -2.97049 2.14066 0.42230
13 H -3.80199 2.37683 0.42620
14 C -1.85664 2.89308 -0.32376
15 N -0.64130 2.05723 -0.56722
16 C 0.38498 2.49465 0.36211
17 O 0.47620 3.40639 0.91943
18 C 1.66194 1.65182 0.19756
19 C 2.42830 1.32515 1.19388
20 C 3.47292 0.55197 1.28949
21 C 4.06075 0.28311 -0.15727
22 C 3.37794 0.90066 -1.05461
23 C 2.29993 1.61438 -1.06092
24 H 1.78874 1.95171 -1.83795
25 H 3.94750 0.85515 -2.42304
26 N 5.38233 -0.41479 -0.18513
27 C 6.19923 -0.87550 0.83111
28 O 6.11371 -0.21836 1.96244
29 C 7.29572 -1.46076 0.33922
30 C 6.88209 -1.98200 -1.03166
31 H 7.62715 -1.90648 -1.91993
32 H 6.36322 -2.95128 -1.09572
33 C 5.80529 -0.87532 -1.44246
34 H 4.93094 -1.48402 -2.05417
35 H 6.17108 -0.15393 -2.03741
36 H 7.77230 -1.99963 0.93787
37 H 8.20815 -0.69364 -0.08172
38 H 3.96772 0.14991 2.33285
39 H 1.85878 1.44061 2.24046
40 C -0.92267 0.86089 -0.83948
41 H 0.23001 0.13490 -0.80055
42 H -1.35214 0.86246 -1.71251
43 C -1.89414 -0.09770 -0.01735
44 H -2.05945 -1.13577 -0.53882
45 C -1.27103 -0.29882 1.24560
46 H -0.60406 0.47801 1.75516
47 H -0.27201 -1.18356 1.24376
48 H -1.77718 -0.92519 2.03073
49 H -1.63707 3.88189 -0.04572
50 H -2.41493 2.97644 -1.32269
51 H -2.45198 2.07990 1.50532
52 H -3.51276 -1.84391 0.51157
53 H -4.64361 -3.72569 0.87676
54 H -5.83697 -4.03502 -0.31792
55 H -6.46393 -3.67805 1.28784

Forces on the atoms, in the same order (eV/Å):
3.7 -0.8 -1.9
-5.4 0.9 0.7
-5.0 -6.9 0.8
-0.9 8.3 -1.7
-2.4 3.8 1.4
0.3 0.2 -1.3
7.3 4.3 -1.2
-2.5 -2.3 0.0
1.7 -1.7 1.2
-0.4 -2.6 -0.4
0.8 -11.5 -3.3
16.8 -1.2 5.2
-13.8 6.4 0.5
-2.7 -1.2 -4.3
0.4 10.5 5.8
1.0 -14.9 -9.6
-0.4 14.3 8.8
-1.4 2.4 -5.4
-3.6 -0.4 8.9
5.7 -3.3 -1.9
3.4 -2.1 9.9
5.5 -1.0 -10.2
-3.9 0.2 5.1
-1.6 1.4 -3.6
-1.5 -0.1 4.1
-3.5 0.2 -0.9
-5.5 10.0 6.0
0.4 -3.9 -2.9
4.2 2.3 -9.2
-0.3 0.7 -3.2
-0.7 -0.6 2.0
0.4 0.2 0.4
-2.3 -6.2 0.0
1.9 1.8 1.4
1.4 2.7 -2.1
3.8 -5.1 5.0
-2.6 -1.1 1.8
-1.3 1.2 -3.3
1.4 0.2 -1.9
4.0 -12.4 1.2
-3.4 2.1 -0.7
-2.0 -0.7 -5.6
0.7 3.4 -1.9
0.0 2.8 0.5
5.1 -4.2 5.1
-1.6 -0.4 -0.8
-2.6 2.4 -1.0
-0.3 1.3 -0.5
0.4 0.9 0.9
1.3 0.2 0.5
-1.6 0.7 -0.9
3.2 -1.8 1.1
-1.2 -0.4 0.6
-0.2 0.7 0.5
0.0 0.4 0.5

For the lowest unoccupied orbital energy, the calculation gives 0.0061 Ha. Its net charge is 0. The calculation puts the energy above the lowest of the compared OMol25 structures with the same formula, charge and spin at 1893.56 kJ/mol. The calculation puts the frontier orbital gap at 7.773 eV.

***

Here is the ion C23H27N4 with charge +1 from the Open Molecules 2025 dataset. Energies are from ωB97M-V/def2-TZVPD.

Positions of all 54 atoms, in Å:
1 C 4.44530 2.29763 1.51481
2 N 3.11792 1.70277 1.53873
3 C 1.98479 2.14135 0.89412
4 C 0.94748 1.21110 1.05253
5 C -0.36784 1.14051 0.34626
6 C -1.64624 0.77819 1.13733
7 C -2.02998 -0.53134 1.34209
8 C -3.25879 -0.86120 1.92450
9 C -4.04183 0.15255 2.47068
10 C -3.58279 1.47816 2.43040
11 C -2.38067 1.79148 1.78655
12 N -0.15175 0.61202 -1.00388
13 C 0.32510 1.71916 -1.87320
14 C 0.94142 1.13801 -3.11160
15 C -0.10318 0.35218 -3.84263
16 N -0.81078 -0.53197 -2.94432
17 C -1.53724 -1.56868 -3.67708
18 C -2.46322 -2.32868 -2.76441
19 C -1.70530 -2.83446 -1.56581
20 N -0.96075 -1.70108 -0.97643
21 C -0.66687 -0.51784 -1.61374
22 C 1.45077 0.21378 1.97192
23 C 0.92538 -0.93289 2.55771
24 C 1.81314 -1.90638 3.03362
25 C 3.20405 -1.70931 3.00466
26 C 3.73855 -0.46535 2.62137
27 C 2.83596 0.48942 2.16378
28 H 5.20723 1.50624 1.46598
29 H 4.53897 2.94570 0.63593
30 H 4.66484 2.88971 2.41900
31 H 2.00884 3.08396 0.35553
32 H -0.61767 2.18695 0.16340
33 H -1.35477 -1.35205 1.12755
34 H -3.58726 -1.90475 1.92654
35 H -4.97306 -0.08486 2.97794
36 H -4.17829 2.28382 2.86213
37 H -1.96394 2.80570 1.79355
38 H 1.09256 2.32227 -1.35145
39 H -0.55154 2.36032 -2.10942
40 H 1.32503 1.95001 -3.73771
41 H 1.78587 0.51508 -2.78130
42 H -0.84021 1.02166 -4.31555
43 H 0.36231 -0.23463 -4.64788
44 H -2.08927 -1.06024 -4.48919
45 H -0.78121 -2.23368 -4.14757
46 H -3.31476 -1.70440 -2.46927
47 H -2.86985 -3.15979 -3.34301
48 H -2.40810 -3.24643 -0.82410
49 H -0.99840 -3.63326 -1.85168
50 H -0.42874 -1.94121 -0.15261
51 H -0.14852 -1.04018 2.66730
52 H 1.41000 -2.83530 3.44789
53 H 3.87348 -2.51784 3.29378
54 H 4.81385 -0.25193 2.66625

Forces on the atoms, in the same order (eV/Å):
0.1 0.2 0.1
-0.2 -0.4 0.3
-0.6 -1.0 0.1
1.0 0.3 1.5
-0.6 1.6 1.4
0.8 -0.3 0.5
-0.7 -0.8 0.3
0.1 0.3 0.1
0.2 0.2 -0.1
0.3 0.0 -0.2
0.0 -0.3 -0.5
-0.8 -1.4 -1.3
-0.4 0.0 -0.1
0.4 0.4 0.1
-0.1 0.8 -0.7
-0.2 0.1 -0.3
0.5 -0.2 -0.1
-0.4 -0.2 -0.5
0.3 0.2 0.0
0.4 0.7 -0.2
0.6 -0.3 0.5
1.0 0.5 -0.6
0.3 -0.9 0.3
-0.5 0.3 0.0
0.4 0.8 -0.2
-0.1 -0.8 0.5
-0.3 0.3 -0.9
-0.3 0.3 -0.2
0.0 -0.2 0.2
-0.3 -0.2 -0.3
0.0 -0.2 0.1
0.1 0.1 -0.4
-0.6 0.5 0.0
0.2 0.4 0.3
0.1 0.1 -0.2
0.2 -0.3 0.0
-0.5 -0.3 -0.1
-0.7 -0.6 0.0
0.5 -0.2 0.1
0.0 -0.2 0.0
-0.2 0.0 -0.3
0.3 -0.1 0.0
-0.2 -0.1 0.3
0.2 -0.2 0.4
-0.5 0.2 0.2
0.2 0.0 0.1
-0.1 -0.1 0.2
0.4 0.3 -0.1
-0.2 0.3 0.1
0.0 0.5 -0.1
0.3 -0.3 -0.1
0.2 0.3 -0.1
-0.2 0.2 0.1
-0.5 -0.3 0.0

For the lowest unoccupied orbital energy, the calculation gives -0.0769 Ha. Its net charge is +1. As for the SMILES: Cn1cc([C@H](c2ccccc2)N2CCCN3CCC[NH+]=C32)c2ccccc21. The calculation puts the energy above the lowest of the compared OMol25 structures with the same formula, charge and spin at 45.08 kJ/mol. The calculation puts the frontier orbital gap at 8.218 eV.